This record from the Open Molecules 2025 dataset describes a molecular structure, C16H34BaN2O16. The level of theory is ωB97M-V/def2-TZVPD.

CARTESIAN COORDINATES (ANGSTROEM)
O1 3.193 3.294 1.537
Ba1 -0.455 0.190 0.241
O2 -3.266 4.309 0.839
O3 -4.304 0.284 -3.170
H1 -1.005 -3.610 2.336
C1 2.452 -1.599 6.604
H2 2.831 -2.536 3.860
O4 3.415 1.781 -0.057
H3 -5.044 0.814 -2.776
C2 0.478 -1.502 -2.713
H4 -0.627 2.858 -2.470
C3 2.512 -1.649 -1.433
O5 1.087 -1.477 -1.437
O6 -3.718 1.013 3.437
C4 -2.100 3.911 0.663
H5 3.515 -1.152 4.356
H6 -3.210 -2.925 1.598
C5 2.500 -1.546 4.216
H7 1.829 -2.339 7.106
H8 -1.226 0.672 -2.611
H9 1.576 0.169 3.401
O7 -1.071 4.827 0.880
H10 1.371 -2.572 0.879
O8 -2.380 0.010 4.885
H11 -3.111 0.667 5.048
H12 -0.650 2.280 -7.029
H13 1.013 2.519 -2.762
H14 -0.300 -4.322 0.827
C6 -0.316 2.483 -4.569
H15 -0.582 -1.756 -2.596
H16 2.614 -0.712 2.252
H17 4.193 2.253 0.298
O9 -4.529 0.903 -1.050
H18 0.893 3.099 -7.180
C7 0.782 -2.757 1.780
O10 -1.769 2.755 0.333
H19 -3.293 -2.172 -0.016
H20 0.130 -0.140 -4.385
O11 0.712 1.984 -5.434
C8 -3.802 0.325 -1.875
C9 2.587 2.467 0.802
O12 -2.688 -0.203 -1.627
H21 2.976 -1.105 -2.257
O13 1.347 2.303 0.853
N1 0.659 -1.440 2.471
C10 -2.711 0.281 3.563
H22 -1.415 5.693 1.106
C11 -0.564 -3.401 1.356
O14 1.687 -1.544 5.376
C12 0.014 2.205 -3.067
O15 -1.345 -2.546 0.556
H23 -2.847 -3.822 0.173
H24 -0.008 -1.523 3.233
H25 2.817 -1.454 -0.411
H26 -1.333 2.180 -4.832
H27 -0.300 3.567 -4.738
H28 3.522 -1.801 6.619
H29 0.734 1.332 -7.383
C13 1.857 -0.819 3.033
C14 -2.712 -2.827 0.631
O16 -1.943 -0.041 2.623
H30 1.309 -3.479 2.415
H31 1.622 0.148 -3.442
C15 0.575 -0.152 -3.386
H32 0.744 -2.374 -3.325
N2 -0.220 0.820 -2.616
H33 2.280 -0.596 7.000
H34 2.603 -2.698 -1.744
C16 0.415 2.194 -6.792

Computed properties:
**HOMO energy**: -1.682 eV
**Total charge**: -2
**Gap between HOMO and LUMO**: 5.25 eV
**Relative energy (zero: lowest compared OMol25 entry of this formula, charge and spin)**: 150.3 kJ/mol

Atom charges from the Löwdin analysis, given in e for atoms 1 to 8:
1. O -0.075
2. Ba 1.976
3. O -0.054
4. O 0.010
5. H 0.128
6. C -0.088
7. H 0.105
8. O 0.011

---

This record from the Open Molecules 2025 dataset describes 7 unconnected molecules or ions with the total composition C16H34Br12NO3P. The level of theory is ωB97M-V/def2-TZVPD.

CARTESIAN COORDINATES (ANGSTROEM)
Br1 0.267 2.141 -3.219
C1 -3.902 -4.774 1.862
H1 -2.625 5.630 3.017
C2 -1.442 0.261 1.762
C3 -1.362 4.499 -3.047
H2 0.213 1.699 1.887
C4 1.750 0.802 -0.046
H3 -4.442 4.915 -2.610
O1 0.609 0.180 0.513
C5 -3.402 -4.390 0.494
H4 -2.093 5.153 -3.518
C6 4.003 -5.439 0.509
H5 -1.259 -1.269 3.316
H6 -2.130 2.586 -3.687
H7 -0.412 5.017 -2.956
H8 -2.472 5.925 1.270
C7 -1.010 -1.133 2.260
Br2 -1.530 -4.845 0.248
H9 -1.093 3.412 -4.869
H10 -6.138 5.157 -2.162
H11 7.643 -3.159 1.043
C8 -5.680 5.789 -4.160
Br3 -1.997 4.194 -1.229
H12 -2.955 8.012 2.713
H13 4.396 -5.242 -0.486
H14 -1.854 0.828 2.602
H15 3.387 -7.491 0.263
H16 5.111 -7.279 0.637
Br4 3.756 -7.273 2.704
H17 -6.610 5.576 -4.677
H18 9.137 -3.510 1.940
H19 -3.951 -4.887 -0.300
C9 -5.466 4.887 -2.973
Br5 -4.262 5.604 -5.481
H20 2.606 0.765 0.636
O2 3.721 -0.405 -1.607
Br6 -5.852 3.027 -3.387
H21 -4.873 -4.320 2.049
Br7 -4.168 -6.690 2.033
C10 -3.145 5.962 2.122
C11 -1.250 3.209 -3.811
H22 7.595 -5.655 0.393
H23 1.577 -1.349 -1.172
Br8 9.812 -6.314 1.285
C12 -3.718 7.339 2.328
Br9 -4.328 8.129 0.659
H24 -3.466 -3.312 0.361
H25 -4.573 7.332 2.997
C13 8.490 -5.072 0.592
H26 0.057 -1.309 2.133
H27 -5.661 6.831 -3.849
N1 4.211 -0.992 -0.366
H28 -2.248 0.168 1.030
C14 -0.303 1.076 1.143
H29 8.896 -4.695 -0.344
H30 -3.206 -4.486 2.644
H31 1.545 1.851 -0.299
C15 4.107 -6.908 0.830
Br10 2.147 -4.854 0.472
H32 4.514 -4.818 1.239
C16 8.221 -3.935 1.541
Br11 -4.531 4.642 1.787
H33 -1.531 -1.910 1.698
P1 2.074 -0.109 -1.635
H34 -0.706 1.758 0.379
Br12 7.156 -4.493 3.067
O3 4.648 -2.037 -0.567

Computed properties:
**HOMO energy**: -8.970 eV
**Total charge**: 0
**Gap between HOMO and LUMO**: 8.69 eV
**SMILES**: CCCOCPON=O.BrCCBr.BrCCBr.BrCCBr.BrCCBr.BrCCBr.BrCCBr

Atom charges from the Löwdin analysis, given in e for atoms 1 to 8:
1. Br 0.629
2. C -0.707
3. H 0.060
4. C -0.204
5. C -0.676
6. H 0.125
7. C -0.423
8. H -0.008

---

This record from the Open Molecules 2025 dataset describes 4 unconnected molecules or ions with the total composition C16H34F5IN7O8PS. The level of theory is ωB97M-V/def2-TZVPD.

CARTESIAN COORDINATES (ANGSTROEM)
H1 0.786 10.023 0.576
O1 -3.845 -0.366 -1.679
C1 5.398 -0.204 1.902
H2 -6.015 -2.946 -4.795
H3 0.647 8.594 1.556
H4 -4.470 -3.277 -0.587
N1 -7.630 -5.486 -5.817
H5 0.039 4.716 1.836
O2 4.910 -1.361 1.141
H6 1.385 5.379 0.551
C2 4.019 -2.228 1.925
H7 7.256 -1.261 2.963
F1 -1.326 -1.013 5.498
O3 0.257 -4.135 1.549
O4 3.252 -1.332 -4.016
N2 -0.027 0.698 1.219
H8 1.703 3.004 -0.416
H9 2.219 -2.174 3.318
F2 -1.989 -3.096 3.664
C3 1.394 -1.635 1.263
C4 -4.323 -1.489 -1.642
H10 -3.481 -2.028 0.110
H11 -5.337 -1.351 -3.381
C5 1.714 -2.271 -0.238
N3 -4.085 -2.348 -0.635
S1 -0.119 -2.618 1.765
H12 -8.077 -6.322 -5.464
F3 0.393 -0.089 4.119
H13 6.726 0.417 3.738
O5 -1.382 -2.369 0.906
C6 1.181 -0.065 0.726
P1 1.704 -1.252 -3.146
C7 0.462 8.224 -0.419
H14 0.606 9.847 -1.714
F4 -1.972 -0.270 3.326
H15 6.085 0.418 1.148
H16 2.351 -3.249 -0.315
C8 0.557 4.574 0.774
O6 1.053 -0.009 -0.769
H17 -0.929 0.197 1.036
C9 -0.188 2.047 0.553
H18 -0.304 4.723 -0.037
H19 5.672 -1.124 3.992
N4 0.648 9.029 0.643
N5 -6.467 -3.581 -5.440
N6 -5.132 -1.966 -2.605
H20 3.860 -3.211 1.266
H21 2.698 -0.434 2.783
H22 -1.036 2.618 1.171
C10 6.349 -0.558 3.189
H23 2.245 0.464 0.850
O7 -7.039 -4.918 -3.718
H24 -6.462 -3.366 -6.422
C11 2.595 -1.550 2.372
C12 -7.045 -4.677 -4.915
O8 0.296 7.019 -0.313
N7 0.472 8.855 -1.607
C13 2.041 -1.017 -1.280
I1 0.635 -3.420 -3.651
F5 0.233 -3.258 4.510
H25 3.844 -0.683 -3.533
H26 4.575 0.543 2.266
H27 -5.536 -2.888 -2.592
H28 -0.597 2.001 -0.555
H29 4.515 -2.637 2.932
H30 0.335 8.286 -2.432
H31 3.161 -0.603 -1.289
C14 -0.848 -0.895 4.069
H32 0.671 -2.642 -0.682
C15 -0.625 -2.455 3.559
H33 -7.646 -5.304 -6.806
H34 1.847 2.735 1.519
C16 1.141 3.016 0.627

Computed properties:
**HOMO energy**: -8.466 eV
**Total charge**: 0
**Gap between HOMO and LUMO**: 8.30 eV
**Relative energy (zero: lowest compared OMol25 entry of this formula, charge and spin)**: 946.5 kJ/mol
**SMILES**: CCCN[C@@H]1O[C@H](P(O)I)C[C@]1(CCOCC)S(=O)(=O)C(F)(F)C(F)(F)F.NC(N)=O.NC(N)=O.NC(N)=O

Atom charges from the Löwdin analysis, given in e for atoms 1 to 8:
1. H 0.098
2. O 0.017
3. C -0.258
4. H 0.078
5. H 0.115
6. H 0.104
7. N 0.150
8. H 0.088

---

This record from the Open Molecules 2025 dataset describes a molecular structure, C16H34HgP2. The level of theory is ωB97M-V/def2-TZVPD.

CARTESIAN COORDINATES (ANGSTROEM)
H1 1.725 2.121 2.802
P1 3.138 -1.179 0.346
C1 -2.687 0.026 -0.388
H2 -1.877 -3.230 -1.204
C2 -1.999 -2.160 -1.480
H3 3.372 0.938 1.743
H4 -0.532 1.060 -3.806
Hg1 0.131 1.367 -1.188
H5 3.305 0.132 -1.788
H6 -2.905 0.899 2.938
H7 -3.183 -0.147 -3.126
C3 -0.652 -1.557 -1.526
C4 -1.866 0.796 3.328
H8 3.030 -3.505 1.162
H9 -0.767 -0.967 1.849
H10 -1.828 1.349 4.271
C5 -0.079 -0.331 1.262
H11 -1.093 -0.460 -4.394
H12 -1.243 3.230 0.585
H13 -2.486 -2.167 -2.457
C6 -1.699 2.748 1.448
H14 4.303 1.075 0.068
H15 3.207 2.467 0.675
C7 3.553 -2.955 0.377
H16 4.451 -1.039 -1.487
H17 -2.848 -1.957 0.517
C8 0.837 2.624 2.437
H18 2.856 -1.628 -2.124
H19 0.693 3.431 3.189
C9 -2.395 0.599 -2.904
H20 -1.832 3.480 2.252
C10 1.245 -1.061 1.280
H21 1.135 3.100 1.464
H22 -4.035 -1.678 -0.727
H23 4.614 -2.951 0.635
H24 0.088 -2.184 -1.043
H25 0.854 -0.566 -2.647
H26 -3.022 0.491 0.550
H27 1.772 -0.799 2.229
H28 -2.680 2.340 1.156
C11 -2.221 0.845 -1.397
C12 -1.027 0.140 -3.471
C13 3.373 -0.912 -1.455
C14 -0.189 -0.475 -2.317
H29 -1.771 -0.271 3.599
H30 -1.980 1.931 -1.190
H31 -2.769 1.544 -3.347
H32 -0.472 -0.402 0.224
C15 -2.965 -1.464 -0.471
H33 3.407 -3.429 -0.606
C16 3.486 1.398 0.744
P2 -0.543 1.489 2.154
H34 1.072 -2.145 1.258

Computed properties:
**HOMO energy (spin up / spin down)**: -4.200 / -4.197 eV
**Total charge**: 0
**Gap between HOMO and LUMO (spin up / spin down)**: 4.07 / 4.07 eV
**Relative energy (zero: lowest compared OMol25 entry of this formula, charge and spin)**: 537.8 kJ/mol

Atom charges from the Löwdin analysis, given in e for atoms 1 to 8:
1. H 0.026
2. P 0.856
3. C -0.156
4. H 0.119
5. C -0.194
6. H -0.126
7. H 0.077
8. Hg 0.920

---

This record from the Open Molecules 2025 dataset describes a molecular structure, C16H34IrP2. The level of theory is ωB97M-V/def2-TZVPD.

CARTESIAN COORDINATES (ANGSTROEM)
H1 -1.173 -3.175 0.025
C1 -0.900 1.994 3.011
H2 -2.279 -2.005 -2.487
H3 0.120 2.391 2.990
H4 3.889 -0.047 -3.764
H5 -2.852 -3.178 0.643
H6 -0.951 1.096 3.639
H7 -1.574 2.754 3.417
C2 -1.375 3.092 0.326
C3 3.627 1.175 -2.025
H8 2.720 1.614 -2.471
H9 -4.993 -1.581 0.347
C4 2.859 -1.260 -2.364
H10 -0.690 0.326 -1.498
Ir1 -3.203 0.405 1.023
H11 3.019 2.113 -0.138
C5 -4.304 1.734 2.215
H12 0.099 -1.128 -0.849
H13 4.905 -0.522 -2.418
H14 -4.487 1.135 3.131
C6 -0.580 -0.302 -0.600
C7 -5.036 -0.600 0.836
H15 5.418 -0.846 -0.772
H16 0.275 -0.157 1.421
H17 -1.760 2.871 -0.676
H18 2.094 -1.382 -3.141
H19 -3.793 2.681 2.461
H20 -5.628 0.110 0.238
C8 -0.072 0.493 0.603
C9 4.711 -0.961 0.057
H21 -0.349 3.467 0.262
C10 3.888 -0.202 -2.671
C11 -1.920 -2.603 0.586
C12 3.832 -2.202 -0.210
C13 3.478 1.198 -0.530
H22 5.326 -1.190 0.944
H23 -1.551 -2.384 1.595
H24 -5.447 -0.665 1.852
C14 2.822 -2.085 -1.316
H25 -5.261 1.906 1.687
H26 3.846 0.536 1.415
H27 3.302 -2.470 0.718
H28 0.766 1.145 0.329
H29 -3.899 -2.011 -1.731
C15 3.955 0.310 0.346
H30 4.446 1.850 -2.329
H31 4.506 -3.055 -0.406
C16 -2.987 -1.424 -1.886
H32 -3.231 -0.490 -2.405
P1 -1.391 1.580 1.330
H33 -2.006 3.840 0.819
P2 -2.251 -1.043 -0.287
H34 2.037 -2.849 -1.289

Computed properties:
**HOMO energy (spin up / spin down)**: -9.920 / -14.703 eV
**2S+1**: 6
**Total charge**: +2
**Gap between HOMO and LUMO (spin up / spin down)**: 4.28 / 3.85 eV

Atom charges from the Löwdin analysis, given in e for atoms 1 to 8:
1. H 0.055
2. C -0.238
3. H 0.059
4. H 0.056
5. H 0.135
6. H 0.061
7. H 0.060
8. H 0.056

---

This record from the Open Molecules 2025 dataset describes 2 unconnected molecules or ions with the total composition C16H34N2O2. The level of theory is ωB97M-V/def2-TZVPD.

CARTESIAN COORDINATES (ANGSTROEM)
H1 1.074 2.698 4.184
H2 -2.297 0.695 0.182
C1 -0.563 -2.160 -5.304
C2 0.292 1.981 4.430
N1 -0.380 0.369 -2.212
H3 -3.311 -0.956 -1.253
H4 -1.813 -1.863 -1.394
H5 1.036 -0.143 1.792
C3 0.071 -0.771 -5.234
H6 0.553 1.409 5.314
C4 2.574 0.827 2.927
H7 3.254 0.546 2.117
C5 1.163 0.797 2.324
H8 0.545 -0.063 -0.323
H9 -0.706 2.431 -2.359
H10 -0.592 2.577 4.666
C6 1.085 -0.624 -4.096
H11 2.852 1.842 3.211
H12 -0.202 1.669 -3.877
H13 2.549 -1.156 3.822
H14 0.064 -1.667 -2.494
H15 -1.851 -0.532 -3.467
H16 -1.276 -2.213 -6.127
C7 -0.048 1.070 3.240
C8 -1.630 -0.104 -0.139
C9 -1.811 -0.017 -2.511
H17 -2.729 -0.888 3.619
H18 -2.579 0.590 3.001
H19 1.822 -1.425 -4.198
H20 -0.713 -0.013 -5.172
H21 2.354 0.163 4.998
H22 1.653 0.301 -4.222
C10 -0.047 1.691 -2.803
H23 -2.389 0.905 -2.568
H24 0.988 1.930 -2.571
C11 -0.061 -1.508 3.615
C12 0.568 -0.719 -2.669
H25 -1.101 -2.419 -4.389
O1 0.404 -1.942 4.676
C13 -2.230 -0.857 -1.324
H26 -1.029 -0.015 4.793
H27 -0.208 1.525 -0.419
C14 -0.326 0.477 -0.674
H28 -1.462 -0.744 0.732
C15 -0.831 -0.175 3.732
H29 -0.760 1.647 2.639
H30 0.595 -0.579 -6.172
H31 0.195 -2.924 -5.471
H32 1.164 1.597 1.576
C16 2.836 -0.141 4.075
H33 1.419 -0.679 -1.993
O2 0.058 -1.972 2.455
N2 -2.131 -0.323 3.027
H34 3.910 -0.146 4.283

Computed properties:
**HOMO energy**: -6.641 eV
**Total charge**: 0
**Gap between HOMO and LUMO**: 6.38 eV
**Relative energy (zero: lowest compared OMol25 entry of this formula, charge and spin)**: 0.0 kJ/mol

Atom charges from the Löwdin analysis, given in e for atoms 1 to 8:
1. H 0.070
2. H 0.117
3. C -0.097
4. C -0.067
5. N -0.244
6. H 0.126
7. H 0.120
8. H 0.077

---

This record from the Open Molecules 2025 dataset describes 5 unconnected molecules or ions with the total composition C16H34NO9S3. The level of theory is ωB97M-V/def2-TZVPD.

CARTESIAN COORDINATES (ANGSTROEM)
S1 3.799 1.525 -1.641
H1 1.669 -4.128 2.152
C1 1.635 -3.022 1.981
O1 0.363 4.898 0.449
H2 -2.900 -6.248 -0.791
H3 3.049 3.762 -4.405
H4 -3.852 -5.721 1.310
C2 -3.185 -5.245 -0.471
H5 4.433 1.684 -3.641
H6 -0.128 -3.706 1.215
H7 2.898 4.847 -2.319
H8 1.159 -0.168 2.715
H9 2.675 3.081 -0.481
C3 3.711 3.161 -1.034
H10 -2.325 5.034 0.552
H11 -5.359 -4.457 -0.487
C4 -1.322 2.372 2.534
H12 -1.017 0.845 -1.785
H13 -2.199 -5.285 1.517
C5 -3.156 -5.032 1.007
C6 0.344 -2.904 1.042
H14 0.584 3.300 2.237
O2 2.759 0.792 -0.971
H15 4.410 3.452 -0.313
C7 -2.649 -3.458 -1.771
C8 3.411 1.785 -3.353
H16 0.579 0.486 -1.774
H17 -0.044 -0.342 -2.923
S2 -0.338 3.645 0.318
C9 1.435 -2.225 3.282
C10 0.504 -0.923 2.922
O3 -0.301 2.847 -0.818
C11 0.041 2.652 1.783
O4 -2.082 -4.342 -0.977
O5 -0.363 -0.403 0.505
O6 5.214 1.105 -1.522
C12 -2.159 3.641 2.220
C13 -4.402 -4.743 -1.270
C14 -2.118 3.904 0.695
H18 2.383 -2.191 3.798
N1 -0.228 0.480 -2.442
H19 -1.172 2.264 3.592
H20 -1.877 4.433 2.742
H21 2.385 -2.711 1.283
C15 2.880 3.253 -3.424
H22 4.483 4.258 -2.675
H23 -4.531 -5.558 -1.972
H24 0.655 -2.735 3.781
H25 0.761 -3.067 -0.001
H26 -2.911 3.214 0.087
S3 -0.481 -1.449 1.496
O7 -1.992 -2.515 -2.447
C16 3.573 4.103 -2.281
O8 -1.766 -1.760 1.886
H27 0.477 1.804 1.255
H28 -3.344 -4.094 1.351
H29 -0.052 -0.713 3.802
H30 2.792 0.946 -3.836
H31 0.172 1.299 -3.119
H32 1.833 2.992 -3.216
H33 -3.312 3.347 2.444
O9 -3.960 -3.682 -1.940
H34 -1.538 1.617 2.149

Computed properties:
**HOMO energy**: -12.801 eV
**Total charge**: +1
**Gap between HOMO and LUMO**: 10.20 eV
**Relative energy (zero: lowest compared OMol25 entry of this formula, charge and spin)**: 220.4 kJ/mol

Atom charges from the Löwdin analysis, given in e for atoms 1 to 8:
1. S 0.666
2. H 0.131
3. C -0.174
4. O -0.297
5. H 0.156
6. H 0.136
7. H 0.066
8. C -0.225